1.
56
Properties=species:S:1:pos:R:3:forces:R:3:lowdin_spin:R:1 method="wB97M-V/def2-TZVPD" s_squared=0.8061 spin_multiplicity=2 total_charge=-1 de_lowest_kj_mol=396.2 e_lumo_ev="1.270 / 1.093"
Ir 0.02059 1.48255 0.93766 -0.3 -0.3 -0.2 0.3950
Se -2.19606 1.84180 1.90673 0.0 -0.2 0.0 0.0601
Se 1.03183 2.72257 -0.71534 0.0 -0.1 0.1 0.5375
Si 2.10896 0.38738 0.35193 0.1 -0.2 -0.3 0.0398
F 2.40909 1.63813 4.40286 0.0 0.0 0.0 0.0000
F 1.89447 3.78537 3.76670 0.0 0.0 0.0 0.0002
F 0.74634 1.99338 2.84519 0.1 0.4 0.1 0.0103
F 2.95246 2.36724 2.29066 -0.1 0.0 0.1 0.0015
O -4.54184 0.88317 -2.93918 0.0 0.0 0.0 0.0000
O -4.37029 3.63219 0.24298 0.0 0.1 -0.1 -0.0003
O -1.05121 0.37936 -0.39511 0.1 -0.2 0.4 0.0056
N -0.04409 2.69090 -4.30928 0.0 0.0 0.0 -0.0122
N -1.29851 0.92935 -1.61426 0.0 0.1 -0.2 -0.0163
N 0.68524 -1.19726 -1.56173 0.2 -0.3 -0.5 0.0075
C 0.76359 -0.04043 -2.21548 0.1 0.1 -0.7 0.0371
C -3.42901 0.98089 0.61816 0.1 0.1 0.0 0.0077
C 1.95476 -0.44812 -1.43171 -0.2 0.0 0.7 0.0001
C 3.67449 -1.51223 1.79102 0.0 -0.1 0.0 -0.0002
C 2.48902 -3.40148 -0.95877 -0.1 -0.1 0.1 -0.0346
C -3.57658 1.52970 -0.82486 0.0 0.1 0.0 0.0011
C 0.23880 -2.34916 -1.18530 -0.2 0.4 0.2 -0.0503
C 1.15630 -3.36151 -0.74196 0.2 -0.1 0.0 0.0050
C -0.08193 1.98088 -3.40530 0.0 0.0 -0.3 0.0033
C 3.13664 -1.17289 -1.93937 0.1 0.1 0.0 -0.0211
C -2.28884 1.98637 -1.53575 -0.1 0.1 0.0 0.0025
C 2.81327 -3.21154 3.25934 0.0 0.0 0.0 -0.0003
C -0.14866 1.04924 -2.32112 0.0 0.2 0.7 0.0003
C -4.19458 0.39718 -1.64276 0.0 0.0 0.0 0.0001
C 3.88800 -2.59670 2.63297 0.0 0.0 0.0 -0.0003
C 2.38558 -1.03849 1.54994 0.0 0.1 0.1 0.0069
C 1.31808 -1.65581 2.20221 0.0 0.0 0.0 0.0053
C 1.52533 -2.73421 3.04923 0.0 0.0 0.0 0.0010
C -4.55266 2.72342 -0.82832 0.1 0.0 0.0 0.0000
C 3.35782 -2.46398 -1.65746 0.1 0.1 -0.1 -0.0023
B 2.07694 2.48246 3.36858 0.2 0.0 -0.1 0.0007
H -4.50069 3.23436 -1.79576 0.0 0.0 0.0 0.0000
H 0.68550 -3.19479 3.55585 0.0 0.0 0.0 0.0000
H 3.00035 -4.28311 -0.58765 0.0 0.0 0.0 -0.0019
H 0.30983 -1.28271 2.04822 0.0 0.0 0.0 0.0052
H -4.76854 0.13545 -3.49757 0.0 0.0 0.0 0.0000
H -1.84612 2.83805 -0.99733 0.1 -0.1 0.0 0.0063
H 3.90059 -0.59442 -2.44862 0.0 0.0 0.0 -0.0009
H 4.52071 -1.02621 1.31768 0.0 0.0 0.0 -0.0001
H -0.82614 -2.52979 -1.25424 0.0 0.0 0.0 -0.0032
H -3.46884 -0.41873 -1.71299 0.0 0.0 0.0 -0.0001
H -5.08600 0.02844 -1.12072 0.0 0.0 0.0 0.0001
H 4.31321 -2.88206 -1.95885 0.0 0.0 0.0 0.0002
H 3.42167 1.04591 0.18626 0.0 0.0 0.1 0.0011
H -4.40658 1.05470 1.09846 0.0 0.0 0.0 0.0022
H -3.14883 -0.06852 0.58043 0.0 0.0 0.0 -0.0004
H 0.70562 -4.20512 -0.23289 0.0 0.0 0.0 0.0011
H -2.53208 2.30027 -2.55056 0.0 0.0 0.0 0.0000
H -3.43095 3.82320 0.35748 0.0 -0.1 0.1 -0.0003
H 4.89620 -2.95246 2.81088 0.0 0.0 0.0 0.0000
H 2.98042 -4.04973 3.92545 0.0 0.0 0.0 0.0000
H -5.57266 2.34758 -0.71660 0.0 0.0 0.0 0.0000


2.
52
Properties=species:S:1:pos:R:3:forces:R:3:lowdin_spin:R:1 method="wB97M-V/def2-TZVPD" s_squared=0.7663 spin_multiplicity=2 total_charge=+2 e_lumo_ev="-8.404 / -8.020"
Re 0.33280 -0.38230 0.62140 -0.9 0.4 -2.6 0.9098
F -0.59880 2.45600 -2.82220 0.4 0.0 -0.8 -0.0002
F -0.27050 2.81490 -0.60060 0.7 0.4 0.6 -0.0003
F 0.62390 0.36000 -1.09440 -0.1 -0.6 1.5 0.0823
F -2.33950 2.53430 -1.37930 -0.9 0.1 0.1 -0.0001
O -1.28180 0.99750 1.17390 0.9 -1.6 -0.4 0.0004
N -0.59630 2.26660 2.90750 0.1 -0.1 -0.1 -0.0006
N 3.36890 -3.40110 0.52550 -0.5 0.0 -0.2 -0.0015
N 1.97930 -1.67790 0.47200 -0.9 0.4 0.2 -0.0051
N 0.32650 -0.81460 2.68730 0.1 0.0 0.6 0.0261
C 4.13450 -2.30040 0.83400 0.0 1.3 0.1 0.0002
C 2.11310 -2.99160 0.31660 -0.1 -0.6 0.0 -0.0001
C -0.61520 -2.13500 -1.68990 -0.2 0.2 -1.1 -0.0001
C 0.11800 -2.03720 3.20760 -0.2 -0.6 0.1 0.0156
C 5.89450 -0.84400 1.42810 0.0 -0.3 0.0 0.0002
C 5.47340 -2.13290 1.16540 -0.1 -0.1 -0.1 -0.0005
C 3.24870 -1.20760 0.77500 1.0 -0.1 0.2 0.0000
C 0.45440 0.02040 4.92760 0.1 -0.1 -0.3 -0.0009
C -1.19730 -1.63800 -0.42950 0.7 0.7 0.5 -0.0180
C -2.81940 2.60730 2.02790 -0.1 0.0 -0.3 -0.0003
C 0.05680 -2.29460 4.56310 0.0 0.2 -0.1 0.0008
C -1.50170 1.90310 1.99300 -0.1 0.9 0.9 -0.0005
C 0.21970 -1.24080 5.45170 0.0 0.1 -0.3 0.0041
C -2.24490 -0.69890 -0.88950 -0.4 0.5 -0.9 -0.0026
C -2.23620 -0.63530 -2.25320 -0.4 0.3 1.5 -0.0156
C 3.70190 0.08880 0.98890 -0.1 -0.1 0.0 0.0006
C -1.22030 -1.51470 -2.74700 1.0 -1.2 0.8 -0.0158
C 0.51650 0.20390 3.55400 0.1 0.5 0.5 0.0051
C 5.03270 0.25100 1.31410 -0.1 0.0 0.0 -0.0001
C 0.69960 1.61410 3.02390 -0.1 -0.2 -0.2 0.0028
B -1.06020 2.61210 -1.62850 -0.2 -0.2 0.1 -0.0003
H -0.82190 2.99700 3.56770 -0.1 0.0 -0.1 0.0000
H -2.88980 -0.05230 -2.87730 -0.1 0.1 0.0 -0.0006
H 1.30990 2.19340 3.71800 0.0 -0.1 -0.1 0.0003
H -3.43390 2.18970 2.82770 0.0 -0.1 0.0 -0.0001
H 3.04110 0.93300 0.85430 0.0 0.2 0.0 0.0005
H -2.70030 3.67030 2.22480 0.1 0.0 0.0 0.0000
H -3.33390 2.46690 1.08060 0.0 0.0 0.0 0.0000
H 3.72760 -4.33990 0.42390 -0.2 -0.1 0.0 0.0000
H 0.15770 -2.87620 -1.76090 0.2 -0.1 -0.1 0.0002
H -2.89920 -0.16200 -0.22910 -0.1 0.0 0.0 0.0002
H 5.43460 1.23910 1.46740 0.0 0.1 0.0 0.0000
H 0.15730 -1.38890 6.51890 0.0 -0.1 0.1 0.0002
H -0.13690 -3.29490 4.91680 0.0 -0.1 -0.1 0.0001
H -1.00390 -1.67870 -3.78660 0.1 -0.1 -0.2 -0.0006
H 0.59190 0.87210 5.57540 0.0 0.1 0.1 -0.0001
H -1.53820 -2.38980 0.28270 0.1 -0.1 0.1 0.0107
H 1.20500 1.63000 2.04500 0.0 0.0 0.2 0.0016
H 6.15310 -2.96810 1.19400 0.1 -0.1 0.1 0.0000
H 1.31010 -3.66280 0.07020 -0.1 -0.1 -0.1 0.0001
H -0.02020 -2.84380 2.50190 0.0 0.0 -0.1 0.0024
H 6.91870 -0.67770 1.71950 0.1 0.0 -0.1 0.0000


3.
52
Properties=species:S:1:pos:R:3:forces:R:3:lowdin_spin:R:1 method="wB97M-V/def2-TZVPD" s_squared=3.7938 spin_multiplicity=4 total_charge=+2 e_lumo_ev="-7.602 / -9.234"
W 0.11603 0.15793 -0.18643 -1.5 0.9 -0.3 1.6868
N 0.83704 1.29455 -1.43247 -0.3 0.3 -0.1 0.1204
N -4.26030 -0.40937 1.53923 -0.2 -0.2 0.2 0.0001
N -2.78926 -0.60458 -0.44412 -0.6 -0.2 0.1 0.0072
N -5.01904 0.48992 0.87189 0.5 1.1 -1.2 0.0003
N -2.31263 1.10389 1.32123 -0.5 0.1 0.3 0.0068
N -1.07989 1.42289 0.90153 0.3 -0.1 -0.2 0.0374
N -1.75969 -1.28691 1.70968 -0.3 -0.3 0.4 0.0009
N -1.61531 -0.50412 -1.08299 0.5 0.1 0.0 0.0404
N -0.45220 -1.25041 1.31448 0.3 -0.6 0.5 0.0212
C -3.14828 -1.11266 -2.56841 0.4 0.1 0.1 0.0089
C -1.90061 -2.22422 2.66005 0.5 0.1 -0.2 0.0341
C 2.12974 2.52375 -3.08602 0.0 0.4 -0.3 0.1603
C -1.94244 3.20713 1.90372 0.4 -0.2 -0.2 0.0080
C 2.60522 -0.30844 -0.57780 -0.3 0.2 0.0 0.0459
C 0.95718 3.34454 -3.46850 0.0 0.1 -0.1 0.0255
C 3.38703 2.64048 -3.63550 -0.5 0.1 0.1 -0.0017
C -2.85799 2.16406 1.93490 0.4 -0.1 -0.2 0.0310
C 3.01402 0.67044 -1.64147 0.3 0.1 -0.2 0.0925
C 4.24458 0.83450 -2.22668 -0.5 -0.6 0.7 0.0523
C -6.25181 0.39786 1.29521 0.3 -0.6 0.5 0.0003
C -5.05694 -1.08433 2.40489 -0.7 -0.1 0.3 0.0002
C -1.80947 -0.80522 -2.37515 -0.3 -0.2 -0.4 0.0313
C 4.42734 1.81673 -3.21426 0.0 0.1 -0.1 0.2423
C -6.33987 -0.59907 2.28179 0.4 -0.2 0.1 0.0000
C 1.93085 1.53206 -2.06416 1.2 -0.3 -0.1 0.1624
C -0.67765 -2.81393 2.89988 0.1 0.2 -0.2 0.0069
C -0.83448 2.69614 1.24376 -0.1 0.5 0.3 0.0293
C 0.19995 -2.17226 2.03605 -0.2 -0.2 0.3 0.0277
C -3.73605 -0.97652 -1.31809 0.5 0.1 -0.1 0.0340
B -2.82699 -0.34999 1.09440 -0.4 0.4 -0.3 0.0007
H -4.75978 -1.11897 -1.03696 -0.1 0.0 0.2 0.0020
H -0.46750 -3.59198 3.60062 0.1 -0.2 0.2 0.0000
H 1.21312 4.06436 -4.23827 0.0 0.1 0.0 -0.0003
H 3.55844 3.38116 -4.40319 0.0 0.0 0.0 -0.0037
H 1.25928 -2.33968 1.91041 0.0 0.1 0.0 0.0006
H -0.98449 -0.79906 -3.07585 -0.1 0.0 0.1 0.0031
H 2.24027 0.26729 0.36371 0.6 -0.5 -0.5 0.0250
H 0.14866 2.70494 -3.83071 0.0 0.0 0.0 0.0093
H 5.07859 0.21364 -1.93583 0.1 -0.1 0.0 -0.0005
H 5.40031 1.93366 -3.65921 0.2 0.0 -0.1 0.0111
H -7.21715 -0.90691 2.81034 -0.1 -0.2 0.2 0.0000
H -3.84481 2.14585 2.35062 -0.2 -0.2 0.0 0.0018
H 1.74122 -0.98426 -0.97594 0.9 0.1 0.2 0.0235
H -4.71760 -1.85589 3.05917 0.2 -0.2 0.2 -0.0001
H -2.84319 -2.42617 3.11554 -0.3 0.0 0.1 0.0019
H 3.43148 -0.95576 -0.28011 -0.4 -0.1 0.2 0.0000
H 0.56297 3.87341 -2.59764 0.0 0.0 0.0 0.0091
H 0.11638 3.15821 1.01323 -0.2 0.0 0.0 0.0032
H -2.06603 4.19016 2.30702 0.0 0.2 0.1 0.0000
H -3.62619 -1.39857 -3.48161 -0.1 -0.1 -0.2 0.0000
H -7.01781 1.02689 0.89112 -0.2 0.2 -0.1 0.0000


4.
48
Properties=species:S:1:pos:R:3:forces:R:3:lowdin_spin:R:1 method="wB97M-V/def2-TZVPD" s_squared=6.1721 spin_multiplicity=5 total_charge=+2 e_lumo_ev="-8.858 / -8.074"
Br 6.13689 -4.55985 -0.00101 0.1 -0.1 0.0 -0.0011
Mn -0.10389 -0.10580 -0.00008 -0.2 0.0 0.0 4.0907
S -0.56522 -2.26842 0.00058 -0.3 -0.2 0.0 -0.1047
Si -3.59668 -4.30167 0.00042 0.0 0.0 0.0 -0.0017
N -2.15956 -0.30601 -0.00045 0.4 0.0 0.0 -0.0419
N 2.04105 -0.03836 -0.00013 -0.3 -0.3 0.0 -0.0227
N 0.13638 1.92229 0.00016 -0.3 0.3 0.0 0.0137
C -3.29929 0.41204 -0.00094 0.3 0.0 0.0 -0.0008
C 0.85770 4.59520 0.00054 0.1 0.0 0.0 0.0095
C 2.62684 -2.41428 -0.00144 -0.2 -0.2 0.0 -0.0008
C -1.96136 -5.17468 0.00090 0.2 0.1 0.0 -0.0087
C -4.55373 -4.67224 1.53563 -0.2 0.0 0.2 -0.0003
C -0.47506 4.22822 0.00050 0.0 0.1 0.0 0.0008
C 3.53821 -3.45763 -0.00169 -0.2 0.0 0.0 0.0005
C -0.79642 2.88332 0.00032 0.3 -0.1 0.0 0.0117
C 5.32601 -1.85381 0.00037 0.0 0.1 0.0 0.0002
C 1.43554 2.28650 0.00023 0.0 -0.4 0.0 0.0092
C -4.55609 -1.60667 -0.00057 -0.1 -0.1 0.0 0.0105
C -2.22704 -1.65323 -0.00006 0.0 0.1 0.0 0.0161
C -4.51502 -0.21576 -0.00099 -0.2 -0.1 0.0 0.0014
C 2.40255 1.19045 0.00009 0.0 0.1 0.0 0.0215
C 4.41162 -0.82343 0.00058 0.0 0.2 0.0 -0.0023
C -3.39550 -2.38695 -0.00010 -0.1 0.0 0.0 0.0019
C 1.83130 3.59878 0.00041 0.2 0.4 0.0 0.0025
C 4.89110 -3.17412 -0.00077 0.0 0.0 0.0 -0.0023
C 3.04069 -1.09252 -0.00032 -0.2 0.2 0.0 0.0015
C -4.55332 -4.67311 -1.53483 -0.2 0.0 -0.2 -0.0003
H -1.26718 4.96490 0.00061 0.0 0.0 0.0 -0.0001
H -4.78227 -5.74162 1.57486 0.0 0.1 0.0 -0.0001
H 3.19359 -4.48361 -0.00260 0.0 0.1 0.0 0.0001
H 1.14271 5.63982 0.00069 0.0 0.0 0.0 0.0004
H -5.50614 -4.13355 -1.56538 0.1 -0.1 0.0 0.0000
H 2.88661 3.84160 0.00047 -0.1 0.0 0.0 0.0000
H -1.82319 2.57032 0.00031 0.0 0.0 0.0 0.0007
H -5.52533 -2.09846 -0.00064 0.1 0.1 0.0 0.0006
H -3.98609 -4.41423 2.43406 -0.1 0.0 0.0 0.0000
H -5.41803 0.37938 -0.00136 0.0 -0.1 0.0 -0.0003
H 6.38422 -1.63404 0.00111 0.0 0.0 0.0 -0.0001
H -3.98548 -4.41557 -2.43329 -0.1 0.0 0.0 0.0000
H 1.57580 -2.65938 -0.00228 0.4 0.0 0.0 0.0003
H -3.24174 1.48726 -0.00131 0.0 0.0 0.0 0.0003
H 3.44492 1.46812 0.00009 0.2 0.1 0.0 -0.0007
H 4.81479 0.17782 0.00155 0.0 0.0 0.0 -0.0001
H -1.36415 -4.96296 -0.89260 -0.1 -0.1 0.1 -0.0018
H -4.78184 -5.74252 -1.57352 0.0 0.1 0.0 -0.0001
H -5.50653 -4.13263 1.56567 0.1 -0.1 0.0 0.0000
H -2.18300 -6.24625 0.00117 0.1 0.0 0.0 -0.0012
H -1.36440 -4.96246 0.89445 -0.1 -0.1 -0.1 -0.0018


Here are the calculated maximum force numbers, same order: 0.8 2.8 1.8 0.4 (eV/A).